A cluster of 16 separate species, C5H40O15 in total at a distorted geometry. Source: OMol25; level of theory: ωB97M-V with the def2-TZVPD basis set.

Each line ends with the Löwdin charge.
Positions of all 60 atoms, in Å:
C1 -3.803991 0.585983 -1.665682  -0.076
C2 -2.383541 0.424253 -0.983392  -0.263
C3 -1.435358 1.347744 -1.682873  -0.218
C4 -0.035094 1.021267 -1.228898  -0.158
C5 0.306498 1.081350 0.064502  0.003
H1 -4.359942 1.525357 -1.644199  0.060
H2 -3.544133 0.276370 -2.749126  0.098
H3 -4.541438 -0.142790 -1.255562  0.058
H4 -2.084499 0.501523 0.039211  0.074
H5 -2.171194 -0.588230 -1.154219  0.072
H6 -1.706182 2.399593 -1.394471  0.129
H7 -1.515929 1.097422 -2.779527  0.117
H8 0.724620 0.854867 -1.898376  0.042
H9 -0.609359 1.356477 0.763672  0.091
H10 1.287078 0.883636 0.411245  0.018
H11 -1.623673 0.264416 3.199708  0.005
H12 -1.466340 0.902680 4.474071  0.046
O1 -1.098782 0.986825 3.598381  -0.072
H13 4.296609 1.106509 0.533197  0.043
H14 3.798583 0.527652 1.974868  0.048
O2 4.327218 0.283274 1.181442  -0.122
H15 0.613462 0.865620 -3.887466  0.037
H16 1.853228 0.419060 -4.719728  0.043
O3 1.476494 1.194451 -4.263815  -0.081
H17 1.505179 -1.562270 -1.264834  0.019
H18 0.821745 -2.765115 -1.391686  -0.055
O4 1.254311 -2.224874 -1.954426  -0.038
H19 -1.739017 -3.843561 -1.076297  0.045
H20 -2.187644 -2.700431 -0.033147  0.022
O5 -2.466274 -3.291876 -0.756585  -0.083
H21 0.015357 -4.131831 0.143804  0.029
H22 0.431415 -2.963309 0.998168  -0.025
O6 -0.097146 -3.237989 0.272962  -0.008
H23 2.878637 1.621605 -0.161335  0.023
H24 3.846423 2.063893 -1.423193  0.057
O7 3.632451 2.085442 -0.526863  0.007
H25 3.377153 -2.213278 -1.843461  0.121
H26 3.235744 -1.574547 -3.235458  -0.071
O8 3.304380 -1.339874 -2.413917  -0.047
H27 -3.248337 -1.649892 2.171197  -0.013
H28 -3.707449 -0.422778 3.339349  0.071
O9 -3.027553 -0.978062 2.883390  -0.115
H29 -3.431946 -3.489697 1.013112  0.069
H30 -4.482572 -2.384810 0.649709  0.032
O10 -3.915736 -2.703932 1.282862  0.005
H31 1.017208 0.717346 2.992266  -0.068
H32 0.621223 2.179556 3.203376  0.101
O11 1.385417 1.460822 3.372991  -0.096
H33 0.516223 -1.608088 2.274763  -0.045
H34 2.011547 -1.912673 2.232366  0.090
O12 1.078423 -2.269086 2.346227  -0.004
H35 1.633873 4.581689 -1.343097  -0.036
H36 1.970577 3.798847 -0.141240  0.032
O13 1.675156 4.677291 -0.462069  -0.010
H37 -0.684610 3.790537 1.671771  0.039
H38 -0.979140 4.332485 0.270231  0.031
O14 -1.063658 3.565264 0.823508  -0.047
H39 3.496997 -1.445335 0.805915  -0.003
H40 2.295885 -1.463774 -0.203170  0.001
O15 2.721425 -1.872995 0.549869  -0.023

Atoms 1-2, force components in eV/Å:
C 0.4259 -1.5165 -0.0047
C -1.6849 0.9588 -0.9454

energy relative to the best compared isomer or geometry (same formula, charge and spin): 572.75 kJ/mol
highest occupied orbital energy: -9.749 eV
F_max: 0.1867 hartree/bohr



A cluster of 2 separate species, C38H57OSi in total at a distorted geometry. Source: OMol25; level of theory: ωB97M-V with the def2-TZVPD basis set.

Each line ends with the Löwdin charge.
Positions of all 97 atoms, in Å:
C1 6.997428 -8.894123 4.979623  -0.120
C2 7.568600 -8.044792 6.107460  -0.280
C3 7.982191 -6.656109 5.622189  -0.246
C4 8.531558 -5.758554 6.725673  -0.232
C5 8.896425 -4.371292 6.201537  -0.287
C6 9.399169 -3.448729 7.309441  -0.301
Si1 9.807115 -1.706562 6.758007  0.672
C7 10.721723 -0.843285 8.167897  -0.289
C8 11.946270 -1.574808 8.740309  -0.267
C9 12.599602 -0.802419 9.891703  -0.229
C10 13.822007 -1.488155 10.512903  -0.235
C11 14.465807 -0.712065 11.670510  -0.280
C12 15.673206 -1.436753 12.256875  -0.120
C13 11.112699 -1.921230 5.398750  -0.277
C14 11.848495 -0.680857 4.857648  -0.261
C15 13.370309 -0.609203 5.080449  -0.223
C16 14.212400 -1.662841 4.350315  -0.234
C17 15.719955 -1.512882 4.586000  -0.279
C18 16.542225 -2.584693 3.878400  -0.119
H1 8.432385 -1.074627 6.366618  0.004
H2 6.699813 -9.870424 5.365600  0.069
H3 6.117642 -8.417890 4.535912  0.070
H4 7.739044 -9.048768 4.190011  0.074
H5 6.826778 -7.931234 6.908459  0.109
H6 8.443493 -8.539824 6.548395  0.112
H7 8.744390 -6.762785 4.834414  0.119
H8 7.114134 -6.163478 5.156329  0.109
H9 7.792618 -5.663092 7.532525  0.117
H10 9.421384 -6.225283 7.169651  0.123
H11 9.669011 -4.482308 5.428703  0.106
H12 8.025307 -3.933362 5.689490  0.094
H13 8.664600 -3.391623 8.127210  0.085
H14 10.346268 -3.818959 7.724498  0.078
H15 11.012739 0.145023 7.782165  0.071
H16 9.973212 -0.674939 8.956257  0.074
H17 11.654510 -2.576116 9.092738  0.106
H18 12.692890 -1.751783 7.948809  0.096
H19 12.891023 0.192736 9.526919  0.116
H20 11.843357 -0.638236 10.672000  0.116
H21 13.525458 -2.484248 10.877146  0.117
H22 14.580363 -1.647465 9.730131  0.116
H23 14.765743 0.280316 11.308880  0.108
H24 13.711070 -0.551472 12.451592  0.108
H25 16.090734 -0.853132 13.079183  0.069
H26 15.393651 -2.420638 12.646217  0.073
H27 16.456891 -1.572849 11.505148  0.073
H28 11.819926 -2.633428 5.849823  0.079
H29 10.623197 -2.438303 4.557434  0.068
H30 11.664302 -0.626629 3.775722  0.104
H31 11.425530 0.240913 5.280163  0.088
H32 13.708818 0.377793 4.727706  0.116
H33 13.611443 -0.648111 6.154762  0.102
H34 13.900001 -2.675422 4.647088  0.110
H35 14.024879 -1.585081 3.268271  0.118
H36 16.039366 -0.521799 4.239400  0.109
H37 15.923693 -1.547822 5.663338  0.107
H38 17.605757 -2.440318 4.083702  0.070
H39 16.265487 -3.586081 4.222252  0.072
H40 16.400140 -2.543034 2.793932  0.073
C19 4.693315 4.095969 9.359037  -0.026
C20 5.038613 3.020507 8.378269  -0.234
C21 6.310742 2.988243 7.792812  -0.012
C22 6.659690 1.983784 6.905879  0.018
C23 5.763879 0.910660 6.580683  -0.174
C24 6.229355 -0.106927 5.694168  0.085
C25 5.473763 -1.082489 4.972328  -0.167
C26 4.058504 -1.289660 5.039422  0.032
C27 3.429771 -2.329063 4.368242  0.036
C28 4.163415 -3.103629 3.465680  -0.180
O1 3.567935 -4.077843 2.666646  0.023
C29 2.600895 -3.730167 1.714048  -0.239
C30 2.947191 -3.924827 0.372782  -0.001
C31 2.123181 -3.397198 -0.615748  -0.068
C32 0.919291 -2.773508 -0.268068  -0.077
C33 0.542360 -2.676408 1.075629  -0.067
C34 1.373065 -3.176985 2.081134  -0.019
C35 5.549689 -2.924878 3.334183  0.039
C36 6.174640 -1.923588 4.046642  0.011
C37 4.480694 0.965620 7.206246  0.018
C38 4.122380 2.021597 8.036566  -0.005
H41 3.650384 4.011828 9.670271  0.085
H42 5.324129 4.014582 10.253251  0.103
H43 4.857386 5.096111 8.939866  0.100
H44 7.020704 3.787002 8.028814  0.132
H45 7.644647 1.984108 6.443777  0.124
H46 7.258902 0.008445 5.358185  0.083
H47 3.428095 -0.620046 5.603479  0.095
H48 2.363691 -2.514828 4.508428  0.117
H49 3.877965 -4.442372 0.141007  0.124
H50 2.424423 -3.483107 -1.659001  0.112
H51 0.267632 -2.371914 -1.050380  0.111
H52 -0.402424 -2.208564 1.351947  0.111
H53 1.084253 -3.134697 3.131989  0.105
H54 6.093743 -3.549915 2.629023  0.138
H55 7.240559 -1.750644 3.899608  0.124
H56 3.769130 0.161351 7.077210  0.096
H57 3.103436 2.078878 8.434271  0.129

Atoms 1-2, force components in eV/Å:
C 0.0160 -0.1077 0.1704
C 0.0845 0.2788 -0.0720

energy relative to the best compared isomer or geometry (same formula, charge and spin): 0.00 kJ/mol
total charge: +1
highest occupied orbital energy: -11.463 eV
F_max: 0.0375 hartree/bohr



A cluster of 2 separate species, C11H18F4N5O in total. Source: OMol25; level of theory: ωB97M-V with the def2-TZVPD basis set.

Each line ends with the Löwdin charge.
Positions of all 39 atoms, in Å:
F1 5.643282 -1.027508 0.513766  0.007
C1 5.156284 0.116148 -0.044322  -0.196
C2 4.738462 1.011907 1.117504  -0.022
N1 3.658821 1.966257 0.780425  -0.089
N2 3.115018 2.747810 1.646730  0.156
N3 2.209165 3.471365 1.047058  0.165
C3 2.181973 3.126859 -0.234397  -0.246
C4 1.285032 3.696891 -1.267365  -0.058
C5 -0.170394 3.657059 -0.765044  -0.179
O1 -0.501179 2.393091 -0.242328  -0.114
C6 -0.837126 1.420537 -1.202244  -0.087
C7 -1.815680 0.425492 -0.575811  -0.598
F2 -1.668766 -0.778336 -1.163620  0.134
F3 -1.623956 0.279476 0.736231  0.164
F4 -3.086098 0.818489 -0.768053  0.150
N4 3.103003 2.180923 -0.409371  0.225
H1 4.313326 -0.163563 -0.686501  0.121
H2 5.945782 0.562796 -0.652138  0.136
H3 5.560170 1.618968 1.496793  0.146
H4 4.353733 0.387893 1.925110  0.149
H5 1.412003 3.173802 -2.218685  0.130
H6 1.582261 4.739405 -1.424097  0.145
H7 -0.839048 3.925156 -1.589700  0.138
H8 -0.297944 4.377973 0.041830  0.139
H9 0.029380 0.847624 -1.555276  0.136
H10 -1.350646 1.872891 -2.057976  0.147
H11 3.378363 1.683554 -1.246884  0.194
C8 -2.521584 -3.871408 1.482950  -0.106
C9 -3.461899 -3.430912 0.369609  -0.269
C10 -4.867973 -4.022916 0.515839  -0.191
C11 -4.849007 -5.484382 0.437709  -0.241
N5 -4.822426 -6.630741 0.390897  0.149
H12 -2.398363 -4.955073 1.486746  0.074
H13 -1.535978 -3.421314 1.360665  0.066
H14 -2.905838 -3.574381 2.460620  0.079
H15 -3.056543 -3.720645 -0.601905  0.112
H16 -3.554801 -2.343111 0.362654  0.093
H17 -5.534074 -3.649935 -0.263100  0.118
H18 -5.302961 -3.741181 1.476949  0.121

Atoms 1-2, force components in eV/Å:
F 0.1327 -0.2045 0.0998
C -0.0038 0.1139 -0.1722

total charge: +1
highest occupied orbital energy: -12.889 eV
F_max: 0.0090 hartree/bohr



Question: Among the records above, which one has the lowest F_max?
Answer: C11H18F4N5O